No. 1
# C6H14OSi

A 2-piece molecular cluster, C6H14OSi overall (ωB97M-V with the def2-TZVPD basis set, OMol25).

Geometry as XYZ:
```
22
Properties=species:S:1:pos:R:3:forces:R:3
C -0.986768 -2.266281 0.975311 -0.36 -1.21 1.73
C -0.752808 -1.507947 -0.098243 -0.82 0.91 -0.55
C -0.833733 -2.178726 -1.449157 -1.70 -0.11 -0.18
C 0.402014 1.876440 -2.341047 -3.57 2.82 0.07
C 2.822631 0.621018 1.882384 0.42 0.75 0.89
C -1.058554 1.328000 1.496807 -2.13 -2.96 -0.93
O -0.282015 1.038408 -1.516613 -1.67 -2.33 2.05
Si -0.492968 0.359516 -0.021448 1.42 -0.54 -0.47
H -1.268582 -1.812977 1.955346 0.64 -0.44 -0.69
H -0.970240 -3.422528 0.976326 -0.17 2.03 -0.28
H -1.981488 -2.061911 -1.747425 2.40 -0.60 0.38
H -0.548220 -3.261597 -1.317122 -0.37 1.08 -0.60
H -0.272400 -1.651452 -2.223348 0.12 -0.36 0.03
H 1.388405 1.658697 -2.450530 3.02 -0.76 -0.17
H 0.261911 2.918772 -1.876112 0.51 -1.00 -1.34
H -0.132311 1.753923 -3.309661 0.69 0.77 0.27
H 3.240551 1.089264 2.789756 0.14 -0.24 -0.97
H 3.056814 0.822532 0.862109 0.88 0.28 -0.28
H 1.831542 0.302612 1.960260 -1.36 -0.84 0.41
H -1.561898 2.240512 1.381992 -1.30 1.04 -0.50
H -1.661112 0.554564 2.094837 0.81 1.36 -0.57
H -0.200773 1.599156 1.975584 2.41 0.34 1.71
```
Forces are in eV/Å.

Calculated values
LUMO level (alpha / beta) = 0.4 / 0.1 eV
frontier orbital gap (alpha / beta) = 0.3413 / 0.2134 Ha
HOMO level (alpha / beta) = -8.9 / -5.7 eV

---

No. 2
# C25H35N3O3

A 2-piece molecular cluster, C25H35N3O3 overall (ωB97M-V with the def2-TZVPD basis set, OMol25).

Geometry as XYZ:
```
66
Properties=species:S:1:pos:R:3:forces:R:3
N -3.526894 -1.407943 -0.968464 0.25 -0.78 -0.13
C -2.830551 -2.238369 -1.992549 0.80 -0.38 0.10
C -2.171395 -1.413358 -3.178900 -0.57 -0.21 0.18
C -2.654816 0.095273 -3.258273 0.79 -0.12 -1.45
C -1.590010 1.091570 -2.652832 -0.33 -0.37 0.28
C -2.216548 2.522323 -2.273103 0.45 -1.17 0.52
C -2.183167 2.603555 -0.718474 -1.26 -0.25 0.06
C -3.246833 2.081041 -0.032261 1.66 0.71 0.81
C -3.114261 2.151851 1.529083 0.56 -0.37 -1.30
O -4.032519 2.450074 2.253246 0.50 -0.45 -0.13
C -1.663578 1.846995 2.061642 0.06 0.53 0.29
C -1.584673 0.951272 3.323329 -1.57 -0.28 -0.10
C -1.923816 -0.541511 2.843073 1.38 0.72 -0.49
C -1.057639 -1.652706 3.560234 -1.73 -1.12 -1.06
C -0.712381 -2.758753 2.457067 0.84 0.04 0.15
C 0.790925 -2.636014 1.965483 -0.39 -0.14 -0.28
N 0.963185 -3.135987 0.571343 0.44 -0.10 0.46
C -0.607749 2.379449 1.384663 -0.67 0.01 -0.07
C 0.869192 2.127441 1.851051 -1.22 -0.17 1.01
O 1.774062 3.187115 1.539566 0.41 -1.45 -0.92
C 2.654123 2.869362 0.512721 1.78 0.78 -2.98
C 2.784743 3.865247 -0.572240 1.33 -1.33 -0.29
C 3.719820 3.650838 -1.681939 -0.12 -1.50 1.84
C 4.548396 2.427405 -1.746959 -1.82 0.77 1.60
C 4.405505 1.435647 -0.685939 -0.96 2.03 -0.40
C 3.486643 1.680225 0.424440 -0.18 0.54 -0.48
C -0.982564 3.208187 0.100226 -0.21 -1.19 0.24
O -0.414240 4.217067 -0.233486 -0.28 -0.56 -0.03
H -4.126833 -2.063383 -0.454055 0.26 0.54 -0.06
H -2.810338 -1.099508 -0.305900 -0.41 0.05 -0.10
H -2.004074 -2.815501 -1.480081 -0.80 0.27 -0.67
H -3.551951 -2.994256 -2.395171 0.53 0.77 0.30
H -2.425680 -1.961744 -4.132012 0.25 0.68 0.90
H -1.052823 -1.491748 -3.079002 -1.02 0.38 -0.12
H -2.702500 0.327401 -4.365993 -0.10 -0.08 1.11
H -3.695301 0.243064 -2.876721 1.04 -0.26 0.05
H -1.162213 0.590251 -1.732787 -0.34 0.70 -0.83
H -0.750332 1.192655 -3.386670 -0.66 -0.03 0.64
H -3.297970 2.463837 -2.579792 1.13 0.51 0.19
H -1.656229 3.330017 -2.799853 -0.63 -0.47 0.61
H -4.139207 1.636858 -0.534377 0.74 0.58 0.66
H -2.409767 1.218855 4.047446 0.90 0.15 -0.79
H -0.630507 1.020052 3.897049 -0.64 -0.14 -0.77
H -3.029377 -0.741312 2.860679 1.07 0.15 0.25
H -1.636468 -0.565251 1.748360 -0.27 -0.04 1.02
H -0.144559 -1.252379 4.063475 -0.78 -0.33 -0.43
H -1.743810 -2.173511 4.289543 1.02 0.73 -0.28
H -1.350233 -2.655172 1.538183 0.35 0.07 0.93
H -0.914849 -3.796278 2.851991 0.39 1.03 -0.41
H 1.439116 -3.291776 2.611561 -0.51 0.96 -0.48
H 1.137458 -1.559927 1.991207 -0.34 -0.95 0.53
H 1.972931 -3.285933 0.447694 -0.76 0.11 -0.05
H 0.723117 -2.413663 -0.110558 -0.04 -0.15 0.35
H 0.860831 2.037648 2.975967 -0.02 0.13 -1.17
H 1.165667 1.119373 1.464691 0.10 0.96 0.06
H 2.199248 4.819167 -0.555885 0.48 -1.19 0.17
H 3.804862 4.450843 -2.459563 -0.06 -0.95 0.78
H 5.243274 2.296679 -2.606579 -0.62 -0.03 0.90
H 5.005024 0.497684 -0.739180 -0.65 0.89 0.26
H 3.406622 0.917969 1.242341 0.17 0.74 -0.92
C 4.990648 -4.540125 -1.255275 -0.22 0.40 0.32
C 4.423568 -3.463669 -0.409951 0.26 -0.34 -0.29
N 3.983403 -2.628343 0.246102 0.29 -0.16 -0.17
H 5.807222 -4.144852 -1.858712 -0.05 0.02 0.05
H 5.369565 -5.344111 -0.625142 -0.03 0.07 0.00
H 4.219504 -4.937205 -1.914778 0.01 0.05 0.06
```
Forces are in eV/Å.

Calculated values
LUMO level = -0.2 eV
frontier orbital gap = 0.3039 Ha
HOMO level = -8.5 eV
structure (SMILES) = NCCCCCC1=CC(=O)C(CCCCCN)=C(COc2ccccc2)C1=O.CC#N

---

No. 3
# C28H44AlF9I2LiMgNaO13PSi

C28H44AlF9I2LiMgNaO13PSi as an isolated structure (ωB97M-V with the def2-TZVPD basis set, OMol25).

Geometry as XYZ:
```
102
Properties=species:S:1:pos:R:3:forces:R:3
C 6.160269 -1.905689 -0.264314 -0.40 0.09 0.27
C 5.827126 -0.618498 0.600299 -0.31 -0.18 -1.69
C 4.746254 0.193870 -0.232608 0.41 -0.19 0.67
C 3.928187 1.215984 0.664171 0.24 -0.52 -0.94
C 3.391451 2.422287 -0.232988 0.74 -0.66 0.06
P 1.619450 2.146916 -0.815000 0.51 -1.13 -1.41
O 2.263426 1.921706 -2.425452 -0.21 0.50 -0.50
C 1.079026 0.316440 -0.897467 0.43 0.06 -0.29
C -0.058588 0.042175 -1.950184 -0.18 -0.36 0.33
O 0.096578 -1.284398 -2.539116 -0.86 -0.08 1.79
Si -0.822611 -2.425955 -1.717278 0.99 -0.58 -0.90
C -0.581393 -4.093617 -2.655946 -0.12 0.11 -0.43
C -2.705019 -2.072025 -1.819345 -0.71 0.15 0.44
C -0.391567 -2.622151 0.117775 -0.69 -0.02 0.10
C 0.516128 3.518307 -1.510775 -3.57 1.89 -2.35
O 0.723453 4.716176 -1.238583 1.46 -0.55 1.53
O -0.470617 3.237631 -2.310331 2.46 -1.53 1.52
C 0.888038 2.327476 0.957364 0.18 0.81 1.63
I -1.308996 2.114783 0.814040 0.41 -0.32 0.18
C 1.261062 3.695605 1.666451 -1.52 0.27 -0.02
C 0.047223 4.481630 2.312735 1.35 0.89 1.68
I 2.689404 3.297156 3.320366 -0.15 0.09 -0.39
H 6.856278 -2.603416 0.255771 -0.35 0.57 -0.48
H 5.216289 -2.477743 -0.485360 0.80 0.50 0.36
H 6.564258 -1.617269 -1.271068 -0.14 -0.19 1.00
H 6.747269 0.024459 0.649177 -0.82 -0.65 0.44
H 5.434324 -0.888241 1.609980 0.45 0.22 -0.72
H 4.078957 -0.557430 -0.731009 0.34 0.79 0.44
H 5.301304 0.711086 -1.056744 -0.57 -0.25 0.67
H 3.103348 0.614713 1.122691 0.55 0.64 -0.14
H 4.594579 1.552408 1.492149 -0.53 -0.02 -0.64
H 4.029884 2.396267 -1.152411 -0.83 0.26 0.77
H 3.563461 3.423331 0.226427 -0.43 -0.77 -0.15
H 1.579475 2.102833 -3.096708 0.08 -0.21 0.36
H 1.992369 -0.217189 -1.277911 -0.86 0.59 0.20
H 0.883788 -0.095677 0.120509 -0.24 0.30 -0.81
H -0.102581 0.756491 -2.803248 0.27 -0.35 0.88
H -1.072095 0.038754 -1.455034 0.87 0.59 -0.16
H -1.561727 -4.569113 -2.918470 0.97 0.35 0.16
H 0.014936 -3.894768 -3.600283 -0.42 -0.41 0.60
H 0.040436 -4.769460 -1.948323 0.20 -0.13 -0.60
H -2.964240 -1.713205 -2.865056 0.55 -0.76 1.12
H -3.004984 -1.319906 -1.043773 0.12 -0.29 -0.81
H -3.319688 -2.990376 -1.616321 0.61 0.73 -0.35
H -0.462454 -1.628687 0.623599 0.36 -0.79 -0.23
H 0.613486 -3.097277 0.200519 -0.64 0.57 0.14
H -1.149298 -3.279370 0.629227 0.78 0.52 -0.58
H 1.179699 1.504981 1.661605 -0.43 0.60 -0.85
H 1.800995 4.418905 1.010522 -0.44 -0.80 0.38
H -0.524483 3.878123 3.111549 0.43 0.46 -1.85
H -0.638850 4.946483 1.570065 0.42 -0.88 0.58
H 0.513208 5.378716 2.891342 -0.73 -1.15 -1.11
Na 0.404596 4.247083 4.925758 0.05 -0.39 0.55
O 1.159970 -6.667885 -2.303083 -0.77 0.69 0.40
H 1.686913 -6.038463 -2.811518 0.22 0.16 -0.26
C -0.722709 8.586237 1.211337 0.08 -0.16 -0.17
O -0.534472 7.281948 1.753966 -0.02 0.05 0.05
H -1.091639 9.240679 1.999220 0.02 -0.10 0.03
H 0.226862 8.973698 0.836211 -0.09 0.15 -0.04
H -1.453927 8.549913 0.400985 0.02 0.17 -0.01
H -0.208163 6.722692 1.038212 0.01 0.17 -0.05
Al -3.852824 -0.371770 -3.979935 0.21 0.49 -0.42
C -3.416468 0.524559 5.519787 -0.54 -0.39 0.10
C -2.231946 1.492948 5.496177 0.54 -0.81 -0.17
O -1.112401 0.975570 5.481245 -0.06 0.67 -0.02
O -2.539346 2.721369 5.493537 0.03 1.62 -0.21
H -3.076910 -0.507402 5.518616 0.22 0.17 0.03
H -4.016884 0.693013 6.417933 -0.03 0.11 -0.06
H -4.046342 0.688647 4.634889 -0.02 0.18 -0.01
C 2.500083 2.488570 -5.898860 1.32 0.60 0.19
C 1.200403 1.956408 -5.986986 -1.91 -0.65 -0.67
C 0.613628 1.982238 -7.384581 0.15 0.12 -0.83
O -0.463590 1.506162 -7.675922 -0.02 -0.02 0.47
C 1.395518 2.629063 -8.441950 -1.31 -0.50 0.07
C 2.689988 3.173798 -8.354261 1.90 0.72 0.53
C 3.320276 3.051375 -6.978177 -0.04 -0.29 0.62
O 4.451449 3.393401 -6.718628 -0.09 0.10 -0.37
O 3.324897 3.708367 -9.246952 -0.65 -0.30 0.00
O 0.534962 1.491574 -5.077375 0.57 0.26 0.12
H 2.998700 2.498168 -4.932367 -0.08 -0.08 0.10
H 0.876712 2.667682 -9.394502 0.10 0.03 -0.07
Mg -2.588585 5.195319 5.078894 -0.22 -0.98 0.17
C -3.740489 -6.768726 3.529193 0.03 -0.78 0.28
C -3.921880 -6.322460 2.065009 -0.64 -0.13 0.39
C -2.817644 -5.440461 1.481536 0.50 0.00 -0.69
F -2.680429 -4.274227 2.151560 -0.19 -0.06 0.05
F -3.113419 -5.115610 0.197818 -0.21 -0.15 0.10
F -5.136245 -5.729230 1.932980 0.13 0.23 -0.05
F -3.973000 -7.453277 1.314822 0.39 0.14 0.05
O -4.430879 -6.012539 4.530905 0.21 1.22 -0.48
C -3.831441 -4.850637 5.003245 0.66 -2.13 0.20
C -4.635948 -3.598078 4.641627 -0.02 -0.15 0.02
F -4.810184 -3.476188 3.302256 -0.32 0.28 0.10
F -4.003261 -2.472046 5.050049 -0.22 0.07 0.05
F -2.559623 -4.781054 4.586611 -0.19 0.65 0.12
F -3.785885 -4.960845 6.344594 -0.38 0.55 -0.06
H -4.189130 -7.760956 3.595391 -0.16 0.16 -0.09
H -2.691688 -6.921843 3.788904 -0.01 0.28 -0.12
H -1.856063 -5.961079 1.483686 -0.07 -0.08 0.08
H -5.629197 -3.623797 5.107668 0.04 -0.36 0.20
F -0.219843 -2.536396 -4.669951 -0.53 -0.49 -0.03
Li -6.208749 -1.449753 4.243249 0.54 0.16 -0.03
```
Forces are in eV/Å.

Calculated values
LUMO level = -7.4 eV
frontier orbital gap = 0.0403 Ha
HOMO level = -8.5 eV
charge = +1

---

- Which formula does entry 2 have?
  C25H35N3O3

---

- Which formula does entry 2 have?
  C25H35N3O3